1.
A structure of composition C16H34BCuNP2, computed with ωB97M-V with the def2-TZVPD basis set.

The molecular weight is 376.76 g/mol. The frontier orbital gap (spin up / spin down) is 0.1803 / 0.2049 Eh. The spin multiplicity is 2. The value obtained for the LUMO energy (spin up / spin down) is -0.533 / -0.542 eV.

Geometry (Å):
P1 -0.209 -1.788 -4.062
P2 0.254 1.291 -5.788
C1 -0.614 -1.338 -5.856
C2 0.147 -0.297 -6.658
H1 -1.681 -1.081 -5.838
H2 -0.523 -2.314 -6.373
H3 1.149 -0.637 -6.962
H4 -0.408 -0.088 -7.587
C3 -1.308 2.198 -5.881
H5 -1.219 3.156 -5.352
H6 -2.156 1.640 -5.465
H7 -1.557 2.461 -6.920
C4 1.386 2.416 -6.632
H8 0.991 2.627 -7.628
H9 2.380 1.958 -6.708
H10 1.475 3.340 -6.046
C5 -1.727 -2.830 -3.974
H11 -1.692 -3.769 -3.339
H12 -1.860 -3.102 -5.057
H13 -2.586 -2.194 -3.700
C6 1.333 -2.616 -4.451
H14 2.097 -1.892 -4.762
H15 1.113 -3.281 -5.299
H16 1.661 -3.173 -3.571
Cu1 -0.807 -2.982 -2.065
C7 0.555 2.444 -1.018
C8 -0.695 2.579 -1.467
C9 -1.242 1.994 -2.732
C10 -0.955 0.484 -2.883
C11 0.381 0.056 -3.456
C12 1.216 1.068 -4.279
C13 1.719 2.181 -3.337
C14 1.715 1.895 -1.802
C15 0.374 -4.535 -1.593
H17 0.796 2.812 -0.011
H18 -1.398 3.230 -0.935
H19 -0.888 2.533 -3.614
H20 -2.339 2.103 -2.731
H21 -1.067 0.009 -1.888
H22 -1.815 0.079 -3.468
H23 1.019 -0.372 -2.684
H24 2.098 0.542 -4.669
H25 1.139 3.096 -3.523
H26 2.744 2.448 -3.651
H27 1.864 0.833 -1.575
H28 2.614 2.401 -1.416
H29 1.280 -4.265 -1.037
H30 0.599 -5.150 -2.487
H31 -0.376 -4.979 -0.924
B1 -0.886 0.131 1.545
C16 -0.778 -0.895 0.376
N1 -0.688 -1.700 -0.468
H32 0.155 0.074 2.180
H33 -1.783 -0.095 2.342
H34 -0.996 1.292 1.174

2.
A cluster of 12 separate species, C36H92N4O12 in total, computed with ωB97M-V with the def2-TZVPD basis set.

The molecular weight is 773.15 g/mol. The frontier orbital gap (spin up / spin down) is 0.2466 / 0.0812 Eh. The spin multiplicity is 2. The net charge is +1. The value obtained for the LUMO energy (spin up / spin down) is -2.791 / -7.293 eV.

Geometry (Å):
O1 -3.811 0.664 3.875
H1 -3.813 0.681 4.832
H2 -2.958 0.296 3.643
O2 -3.127 5.978 1.838
H3 -4.067 5.824 1.742
H4 -2.716 5.201 1.460
O3 2.162 6.625 3.290
H5 1.777 5.849 3.696
H6 2.390 6.344 2.403
O4 -0.548 6.441 2.906
H7 -0.596 5.509 2.692
H8 0.379 6.598 3.088
O5 -0.978 -0.487 4.915
H9 -0.988 0.408 5.255
H10 -0.735 -1.027 5.667
O6 1.293 4.122 3.497
H11 0.700 3.869 4.204
H12 1.040 3.565 2.761
O7 -0.613 2.570 5.458
H13 -0.065 2.366 6.216
H14 -0.948 3.449 5.634
O8 -3.868 2.585 1.463
H15 -4.435 1.948 1.029
H16 -3.558 2.134 2.249
C1 2.263 -6.457 0.516
C2 1.726 -6.219 -0.969
C3 0.351 -6.926 -1.281
C4 -0.784 -6.141 -0.600
C5 -0.815 -4.747 -1.131
C6 0.497 -4.014 -0.728
N1 1.612 -4.733 -1.252
O9 2.819 -4.062 -1.237
C7 0.322 -2.670 -1.534
C8 0.437 -3.613 0.799
C9 2.847 -6.870 -1.841
H17 2.852 -7.371 0.446
H18 1.442 -6.550 1.226
H19 2.964 -5.666 0.785
H20 0.083 -7.061 -2.329
H21 0.428 -7.843 -0.697
H22 -0.791 -6.127 0.490
H23 -1.657 -6.766 -0.788
H24 -1.742 -4.318 -0.752
H25 -0.971 -4.687 -2.209
H26 0.142 -2.999 -2.557
H27 -0.485 -2.016 -1.202
H28 1.246 -2.098 -1.443
H29 -0.416 -3.047 1.173
H30 0.545 -4.437 1.504
H31 1.252 -2.939 1.064
H32 2.858 -7.949 -1.688
H33 3.854 -6.514 -1.618
H34 2.767 -6.579 -2.888
H35 3.015 -3.869 -2.157
C10 -0.053 4.983 -0.188
C11 -0.170 3.503 -0.375
C12 1.138 3.049 -1.087
C13 1.385 1.490 -1.135
C14 1.337 0.972 0.258
C15 0.050 1.385 1.047
N2 -0.236 2.862 0.897
O10 -1.247 3.268 1.688
C16 -1.155 0.469 0.452
C17 0.213 1.010 2.451
C18 -1.328 3.201 -1.259
H36 -0.843 5.513 0.345
H37 0.177 5.520 -1.107
H38 0.844 5.174 0.401
H39 0.980 3.475 -2.078
H40 2.043 3.592 -0.815
H41 2.362 1.293 -1.576
H42 0.584 0.986 -1.677
H43 2.232 1.206 0.835
H44 1.231 -0.111 0.205
H45 -1.229 -0.606 0.620
H46 -2.116 0.659 0.930
H47 -1.535 0.672 -0.549
H48 0.344 -0.055 2.642
H49 1.058 1.432 2.995
H50 -0.613 1.268 3.113
H51 -1.442 3.819 -2.149
H52 -2.255 3.021 -0.714
H53 -1.230 2.249 -1.779
H54 -1.975 3.097 1.086
C19 -6.769 0.453 -4.784
C20 -6.746 -0.219 -3.378
C21 -5.249 -0.770 -3.229
C22 -4.261 0.334 -2.868
C23 -4.766 1.191 -1.594
C24 -6.104 1.847 -1.878
N3 -7.086 0.781 -2.320
O11 -8.399 1.254 -2.416
C25 -6.550 2.409 -0.581
C26 -5.935 3.039 -2.788
C27 -7.726 -1.416 -3.337
H55 -7.070 -0.200 -5.604
H56 -5.864 1.041 -4.935
H57 -7.540 1.223 -4.823
H58 -5.096 -1.626 -2.572
H59 -4.862 -1.052 -4.209
H60 -4.256 1.134 -3.608
H61 -3.227 0.104 -2.611
H62 -3.893 1.817 -1.407
H63 -4.853 0.524 -0.736
H64 -6.498 1.729 0.270
H65 -6.152 3.409 -0.415
H66 -7.581 2.761 -0.632
H67 -5.320 3.836 -2.371
H68 -5.375 2.736 -3.673
H69 -6.861 3.558 -3.035
H70 -7.313 -2.357 -3.701
H71 -8.682 -1.145 -3.785
H72 -7.943 -1.703 -2.308
H73 -8.782 0.801 -1.661
C28 8.373 -1.220 0.157
C29 7.383 -0.596 1.185
C30 7.174 0.930 0.916
C31 6.422 1.180 -0.466
C32 5.121 0.394 -0.357
C33 5.049 -1.150 0.229
N4 6.103 -1.231 1.267
O12 6.300 -2.575 1.687
C34 3.727 -1.220 1.010
C35 5.072 -2.048 -0.997
C36 8.043 -0.667 2.568
H74 8.733 -2.237 0.313
H75 8.044 -1.281 -0.880
H76 9.303 -0.659 0.065
H77 6.464 1.361 1.623
H78 8.120 1.467 0.982
H79 6.314 2.254 -0.616
H80 7.126 0.887 -1.246
H81 4.775 0.406 -1.391
H82 4.526 1.101 0.221
H83 3.547 -0.456 1.766
H84 3.457 -2.177 1.457
H85 2.925 -1.228 0.272
H86 5.454 -3.025 -0.702
H87 5.816 -1.726 -1.726
H88 4.247 -2.005 -1.708
H89 7.346 -0.140 3.220
H90 8.167 -1.691 2.919
H91 8.972 -0.097 2.577
H92 5.526 -2.660 2.248

Number 1: total energy -82519.952 eV, maximum force 2.8 eV/A. Number 2: total energy -69338.654 eV, maximum force 4.8 eV/A.